This record from OMol25 describes C6H4N2O in the gas phase at a distorted geometry. The level of theory is ωB97M-V/def2-TZVPD.

Properties
ΔE to the lowest compared entry with this formula, charge and spin: 2.4882 eV
molar mass: 120.111 g mol⁻¹
Kohn-Sham gap: 7.48 eV
E_LUMO: -1.09 eV
electronic energy: -415.6767 Eh
highest occupied orbital energy: -8.575 eV
SMILES string: N#Cc1ccc[nH]c1=O

Geometry as ORCA input:
```
! wB97M-V def2-TZVPD RIJCOSX def2/J DEFGRID3
* xyz 0 1
N -2.86 -0.88 2.14
C -1.98 -0.82 1.23
C -0.99 -0.32 0.34
C -0.89 1.04 -0.29
C 0.28 1.15 -1.04
C 1.54 0.53 -0.69
N 1.49 -0.57 0.16
C 0.11 -1.27 0.35
O 0.03 -2.35 0.85
H -1.60 1.84 -0.57
H 0.14 1.87 -1.81
H 2.56 0.99 -1.03
H 2.19 -1.23 0.36
*
```

=====

This record from OMol25 describes a gas-phase ion, C8H11N2 (charge +1) at a distorted geometry. The level of theory is ωB97M-V/def2-TZVPD.

Properties
ΔE to the lowest compared entry with this formula, charge and spin: 2.5592 eV
molar mass: 135.190 g mol⁻¹
Kohn-Sham gap: 9.14 eV
E_LUMO: -4.24 eV
electronic energy: -420.6059 Eh
highest occupied orbital energy: -13.385 eV
SMILES string: C[C@@H]1N=C[C@H]2C=CC=C[N@H+]21

Geometry as ORCA input:
```
! wB97M-V def2-TZVPD RIJCOSX def2/J DEFGRID3
* xyz 1 1
C -1.27 1.93 1.07
C -0.13 1.30 0.28
N 0.01 1.79 -1.06
C -0.01 0.82 -1.89
C -0.09 -0.58 -1.35
C 1.05 -1.47 -1.59
C 1.86 -1.90 -0.60
C 1.47 -1.83 0.80
C 0.39 -1.04 1.17
N -0.38 -0.25 0.23
H -1.03 2.99 1.21
H -1.26 1.34 2.12
H -2.20 1.77 0.60
H 0.69 1.46 0.94
H 0.27 0.96 -2.97
H -1.04 -1.16 -1.75
H 1.17 -1.62 -2.71
H 2.78 -2.58 -0.82
H 2.19 -2.24 1.50
H -0.02 -1.05 2.14
H -1.39 -0.19 0.25
*
```

=====

This record from OMol25 describes 2 unconnected molecules or ions with the total composition C4H12NO at a distorted geometry. The level of theory is ωB97M-V/def2-TZVPD.

Properties
ΔE to the lowest compared entry with this formula, charge and spin: 1.8101 eV
molar mass: 90.146 g mol⁻¹
Kohn-Sham gap: 10.15 eV
E_LUMO: -3.39 eV
electronic energy: -289.3083 Eh
highest occupied orbital energy: -13.539 eV

Geometry as ORCA input:
```
! wB97M-V def2-TZVPD RIJCOSX def2/J DEFGRID3
* xyz 1 1
C 2.03 0.94 -1.44
C 1.53 0.44 -0.06
C 1.48 -0.88 0.28
O 0.75 -1.46 1.41
H 2.92 1.59 -1.35
H 2.28 0.07 -2.06
H 1.23 1.50 -1.93
H 1.12 1.14 0.70
H 2.04 -1.69 -0.29
H 0.77 -0.78 2.10
C -2.56 0.36 0.65
N -1.52 -0.53 0.06
H -3.43 -0.26 1.01
H -2.09 0.80 1.52
H -2.94 1.04 -0.16
H -1.89 -1.10 -0.73
H -0.99 -1.13 0.71
H -0.74 -0.05 -0.42
*
```